Below is a cluster of 11 separate species, C42H83NO16S5 in total in a non-equilibrium geometry, with properties calculated with the ωB97M-V functional and the def2-TZVPD basis.

Results
E_LUMO in eV: 0.2
Kohn-Sham gap in eV: 7.99
Highest occupied orbital energy in eV: -7.818
E_tot in a.u.: -4899.548228
M in g/mol: 1018.5

Structure (ORCA input):
```
! RIJCOSX wB97M-V def2-TZVPD def2/J DEFGRID3
* xyz 0 1
N 2.957 2.241 -0.079
H 1.982 1.858 0.016
H 3.638 1.749 -0.657
H 3.413 2.044 0.819
H 2.966 3.245 -0.273
C -0.744 -1.097 0.280
C -0.596 0.430 0.075
C -1.509 1.064 1.138
O 0.667 0.946 0.221
H -0.430 -1.439 1.266
H -0.140 -1.621 -0.469
H -1.772 -1.389 0.047
H -1.082 0.699 -0.878
H -1.286 0.654 2.132
H -2.578 0.863 1.036
H -1.379 2.147 1.226
O 2.345 3.456 -2.563
S 2.473 2.598 -3.698
O 2.203 3.135 -5.015
O 3.920 1.858 -3.685
C 4.292 1.032 -4.807
C 5.292 1.854 -5.642
C 1.431 1.171 -3.358
H 3.421 0.675 -5.355
H 4.826 0.184 -4.378
H 5.688 1.192 -6.419
H 6.137 2.062 -4.988
H 4.853 2.743 -6.079
H 1.695 0.431 -4.109
H 0.386 1.461 -3.457
H 1.560 0.871 -2.318
O -4.134 4.380 -2.442
S -3.111 4.097 -1.461
O -2.446 5.153 -0.745
O -3.773 3.165 -0.344
C -4.954 2.416 -0.683
C -5.216 1.420 0.439
C -1.891 2.968 -2.158
H -4.816 1.805 -1.580
H -5.749 3.134 -0.868
H -4.609 0.527 0.311
H -6.247 1.066 0.361
H -5.088 1.869 1.423
H -1.122 2.788 -1.407
H -1.481 3.421 -3.057
H -2.430 2.046 -2.366
O 1.378 7.442 -0.104
S 1.710 6.221 0.559
O 2.829 5.405 0.154
O 1.840 6.559 2.113
C 2.394 5.504 2.924
C 3.580 6.047 3.689
C 0.321 5.080 0.596
H 2.486 4.482 2.565
H 1.607 5.399 3.689
H 3.750 5.468 4.602
H 3.558 7.084 4.015
H 4.486 5.914 3.088
H 0.079 4.934 -0.461
H -0.632 5.464 0.953
H 0.578 4.118 1.033
O 3.953 -0.009 -1.568
S 3.678 -1.422 -1.627
O 2.751 -1.951 -2.577
O 5.102 -2.164 -1.755
C 5.074 -3.585 -2.012
C 6.167 -4.178 -1.092
C 3.199 -2.055 -0.016
H 5.410 -3.688 -3.046
H 4.111 -4.073 -1.883
H 7.064 -3.571 -1.141
H 6.341 -5.228 -1.310
H 5.709 -4.092 -0.103
H 4.040 -1.833 0.636
H 2.954 -3.115 -0.086
H 2.263 -1.553 0.240
O 2.764 2.339 5.141
S 2.114 1.784 3.987
O 2.660 2.003 2.666
O 2.024 0.169 4.252
C 1.589 -0.616 3.138
C 1.979 -2.054 3.393
C 0.407 2.242 4.031
H 2.085 -0.261 2.231
H 0.517 -0.524 2.956
H 1.308 -2.488 4.140
H 3.021 -2.222 3.657
H 1.801 -2.703 2.528
H -0.061 1.931 3.100
H 0.391 3.326 4.147
H -0.064 1.779 4.893
C 0.580 -5.177 -1.232
C 1.613 -5.962 -0.793
C 1.866 -6.062 0.580
C 0.991 -5.458 1.489
C -0.024 -4.623 0.992
C -0.170 -4.405 -0.347
H 0.393 -5.120 -2.298
H 2.327 -6.346 -1.513
H 2.766 -6.564 0.910
H 1.054 -5.535 2.565
H -0.739 -4.117 1.634
H -0.846 -3.716 -0.832
C -2.920 3.908 3.338
C -3.149 2.903 4.300
C -2.720 3.090 5.598
C -2.071 4.294 5.946
C -1.879 5.264 4.971
C -2.252 5.073 3.647
H -3.379 3.711 2.376
H -3.693 2.054 3.907
H -2.940 2.353 6.361
H -1.809 4.498 6.974
H -1.356 6.166 5.271
H -2.160 5.808 2.859
C -1.851 -3.233 -5.332
C -1.390 -2.681 -4.161
C -0.042 -2.817 -3.815
C 0.838 -3.471 -4.686
C 0.358 -4.041 -5.862
C -0.994 -3.901 -6.175
H -2.869 -3.040 -5.653
H -2.007 -2.155 -3.443
H 0.345 -2.273 -2.963
H 1.892 -3.435 -4.442
H 1.062 -4.523 -6.526
H -1.376 -4.302 -7.106
C -4.096 -5.605 -1.812
C -4.024 -4.245 -1.118
C -4.876 -4.148 0.150
C -4.461 -2.948 0.991
C -5.145 -2.827 2.357
C -4.895 -1.462 2.980
H -5.093 -6.023 -1.970
H -3.591 -6.426 -1.293
H -3.607 -5.568 -2.789
H -2.985 -4.051 -0.853
H -4.316 -3.462 -1.823
H -4.672 -5.044 0.753
H -5.957 -4.166 0.003
H -3.375 -2.932 1.112
H -4.725 -2.057 0.404
H -6.226 -2.953 2.245
H -4.777 -3.668 2.951
H -5.298 -0.676 2.339
H -5.388 -1.293 3.939
H -3.822 -1.295 3.104
*
```

Mulliken atomic charge list, values in e, 2 entries: 0.716 0.228